The following is a quantum chemistry calculation of a molecular structure, C22H25F2N3O3S at a distorted geometry, from the OMol25 dataset.

Summary:
Relative energy (zero: lowest compared OMol25 entry of this formula, charge and spin), kJ/mol: 2074.00
Max |F|, Eh/bohr: 0.346
HOMO level, eV: -8.117
Multiplicity: 1

Positions of all 56 atoms, in Å:
O -0.081 1.747 0.303
C -0.100 1.019 -0.734
N -1.071 0.220 -1.218
C -1.041 -0.704 -2.123
H -2.142 -0.562 -2.532
C -0.738 -2.082 -1.392
N -1.740 -2.427 -0.374
C -3.055 -2.858 -1.046
C -3.017 -3.986 -1.864
C -4.212 -4.760 -2.197
C -5.242 -4.274 -1.912
C -5.376 -3.060 -1.002
C -4.442 -2.483 -0.437
H -4.306 -1.739 0.029
H -6.455 -2.744 -0.576
H -6.190 -4.851 -1.968
H -4.143 -5.663 -2.719
F -1.790 -4.647 -2.197
C -1.900 -1.383 0.313
H -0.749 -1.441 0.944
C -2.089 0.144 -0.128
H -2.808 0.079 -0.628
H -1.917 0.767 0.584
H -2.433 -1.685 1.255
H 0.124 -1.896 -1.174
H -0.754 -2.877 -2.345
H -0.305 -0.474 -2.704
C 1.300 1.221 -1.705
N 2.468 1.368 -0.525
S 2.335 0.327 0.769
O 3.706 0.075 0.925
O 1.334 -0.560 0.498
C 1.761 1.410 2.014
C 2.208 2.751 2.283
C 1.849 3.547 3.287
C 1.032 2.968 3.940
C 0.304 1.853 3.941
C 1.006 0.752 3.037
H 0.505 -0.054 2.807
H -0.103 1.400 4.703
F 0.536 3.635 5.229
H 2.500 4.449 3.406
H 3.039 3.114 1.524
C 3.621 1.586 -1.137
C 3.654 2.959 -2.180
C 2.333 2.619 -3.168
C 1.071 2.373 -2.362
H 0.772 3.196 -1.715
H 0.308 2.370 -3.281
H 2.831 1.938 -3.837
H 2.378 3.646 -3.824
H 3.391 3.719 -1.562
H 4.411 2.916 -2.795
H 3.846 0.585 -1.840
H 4.365 1.467 -0.455
H 1.577 0.139 -2.175

These are the Löwdin partial charges, in e, on atoms 1 to 8: 0.00 -0.32 -0.07 -0.15 0.19 -0.06 -0.08 0.00